{"formula": "C11H25Br4NO", "method": "the ωB97M-V functional and the def2-TZVPD basis", "e_homo_ev": -8.890, "smiles": "CC[C@H](C)[C@H](N)COC.BrCCBr.BrCCBr", "homo_lumo_gap_ev": 9.33, "species": ["C", "C", "C", "C", "C", "N", "C", "O", "C", "H", "H", "H", "H", "H", "H", "H", "H", "H", "H", "H", "H", "H", "H", "H", "H", "H", "Br", "C", "C", "Br", "H", "H", "H", "H", "Br", "C", "C", "Br", "H", "H", "H", "H"], "positions_angstrom": [[4.95, -1.77, 0.94], [3.51, -2.36, 1.12], [2.47, -1.71, 0.17], [2.11, -0.26, 0.55], [1.25, -2.67, 0.03], [0.34, -2.35, -1.07], [0.42, -2.84, 1.32], [-0.24, -1.66, 1.75], [-1.59, -1.60, 1.32], [5.55, -2.41, 0.28], [5.44, -1.69, 1.92], [4.91, -0.79, 0.45], [3.24, -2.24, 2.18], [3.58, -3.45, 0.92], [2.94, -1.67, -0.83], [1.62, -0.17, 1.53], [1.51, 0.19, -0.26], [3.03, 0.34, 0.61], [1.67, -3.67, -0.20], [0.76, -2.62, -1.95], [0.09, -1.38, -1.08], [0.99, -3.25, 2.17], [-0.37, -3.59, 1.08], [-2.02, -0.70, 1.77], [-2.16, -2.47, 1.69], [-1.70, -1.49, 0.22], [-2.69, 0.84, -1.43], [-4.43, 0.66, -0.57], [-4.89, 1.98, 0.00], [-3.96, 2.39, 1.66], [-4.34, -0.12, 0.18], [-5.10, 0.33, -1.36], [-5.94, 1.93, 0.27], [-4.73, 2.82, -0.67], [-0.97, 5.16, 0.34], [-0.47, 4.23, -1.30], [-0.81, 5.04, -2.52], [-2.72, 4.98, -2.91], [-0.97, 3.26, -1.27], [0.60, 4.08, -1.23], [-0.33, 4.62, -3.40], [-0.54, 6.08, -2.43]], "lowdin_charge": [-0.102, -0.222, -0.341, -0.058, -0.349, 0.056, -0.184, -0.196, -0.131, 0.068, 0.067, 0.059, 0.108, 0.105, 0.137, 0.080, 0.072, 0.069, 0.140, 0.071, 0.048, 0.123, 0.120, 0.081, 0.091, 0.039, 0.642, -0.672, -0.684, 0.604, 0.047, 0.059, 0.058, 0.044, 0.598, -0.698, -0.691, 0.589, -0.007, 0.058, 0.057, 0.049]}

{"formula": "CH5S3", "method": "the ωB97M-V functional and the def2-TZVPD basis", "de_lowest_kj_mol": 100.17, "charge": -1, "e_homo_ev": -3.417, "homo_lumo_gap_ev": 6.84, "species": ["C", "S", "S", "H", "H", "H", "H", "S", "H"], "positions_angstrom": [[-1.51, -0.60, -0.13], [-1.20, 1.00, -0.97], [0.82, 0.97, -0.66], [-0.76, -1.29, -0.56], [-2.53, -0.80, -0.48], [-1.44, -0.53, 0.96], [0.84, -0.13, 0.37], [1.09, -1.42, 1.52], [1.72, -2.36, 2.30]], "lowdin_charge": [-0.570, 0.216, 0.091, -0.010, 0.009, -0.014, -0.383, 0.024, -0.365]}

{"formula": "C4H6O2", "method": "the ωB97M-V functional and the def2-TZVPD basis", "de_lowest_kj_mol": 348.26, "e_homo_ev": -8.760, "homo_lumo_gap_ev": 9.34, "species": ["C", "C", "O", "C", "C", "O", "H", "H", "H", "H", "H", "H"], "positions_angstrom": [[1.78, 0.81, -1.03], [0.59, -0.37, 0.60], [0.55, 0.55, -0.33], [-0.84, -0.54, 1.09], [-1.84, -0.61, -0.05], [-2.45, -1.61, -0.35], [1.70, 0.33, -2.00], [2.61, 0.39, -0.45], [1.87, 1.89, -1.15], [-0.92, -1.43, 1.70], [-1.07, 0.35, 1.71], [-1.95, 0.32, -0.65]], "lowdin_charge": [-0.058, -0.015, -0.167, -0.165, -0.271, 0.056, 0.094, 0.083, 0.090, 0.105, 0.126, 0.123]}

{"formula": "C2H4P2S", "method": "the ωB97M-V functional and the def2-TZVPD basis", "de_lowest_kj_mol": 207.16, "e_homo_ev": -8.573, "smiles": "[H]/P=C(/C)P=S", "homo_lumo_gap_ev": 7.01, "species": ["H", "P", "C", "C", "P", "S", "H", "H", "H"], "positions_angstrom": [[0.29, -1.60, 2.03], [0.93, -0.39, 1.96], [0.07, -0.08, 0.55], [0.12, 1.11, -0.33], [-0.63, -1.96, -0.34], [-1.10, -1.56, -2.18], [0.69, 1.95, 0.22], [-0.97, 1.54, -0.49], [0.59, 1.01, -1.42]], "lowdin_charge": [-0.233, 0.776, -0.912, -0.308, 0.367, 0.048, 0.070, 0.101, 0.090]}

{"formula": "C3H7IN", "method": "the ωB97M-V functional and the def2-TZVPD basis", "de_lowest_kj_mol": 461.54, "charge": 1, "e_homo_ev": -13.076, "homo_lumo_gap_ev": 8.60, "species": ["C", "C", "C", "N", "I", "H", "H", "H", "H", "H", "H", "H"], "positions_angstrom": [[-0.97, 2.04, 0.48], [0.10, 1.32, 0.29], [-0.60, -0.94, 0.07], [0.36, -1.62, -1.00], [-2.57, -1.46, -0.43], [-0.83, 3.19, 0.73], [-1.93, 1.59, 0.49], [1.23, 1.40, 0.17], [-0.45, -1.05, 1.14], [1.25, -1.25, -1.06], [0.37, -2.64, -0.99], [-0.09, -1.51, -1.89]], "lowdin_charge": [-0.064, 0.044, -0.653, 0.102, 0.915, 0.138, 0.028, 0.095, 0.024, 0.115, 0.154, 0.102]}

{"formula": "C5H8O2", "method": "the ωB97M-V functional and the def2-TZVPD basis", "de_lowest_kj_mol": 123.28, "e_homo_ev": -9.584, "smiles": "C[C@@]1(O)CCC1=O", "homo_lumo_gap_ev": 10.33, "species": ["C", "C", "O", "C", "C", "C", "O", "H", "H", "H", "H", "H", "H", "H", "H"], "positions_angstrom": [[1.30, -1.00, 0.79], [0.19, -0.50, -0.11], [-0.16, -1.58, -0.97], [-0.98, 0.21, 0.61], [-1.03, 1.37, -0.40], [0.35, 0.87, -0.87], [1.25, 1.38, -1.47], [1.01, -1.96, 1.25], [2.20, -1.17, 0.20], [1.53, -0.30, 1.60], [-0.36, -1.25, -1.85], [-1.88, -0.37, 0.83], [-0.55, 0.61, 1.52], [-1.76, 1.33, -1.22], [-1.10, 2.35, 0.08]], "lowdin_charge": [-0.008, -0.486, 0.015, -0.107, -0.067, -0.315, 0.132, 0.094, 0.089, 0.086, 0.103, 0.121, 0.109, 0.121, 0.113]}

{"formula": "C3H7O2S", "method": "the ωB97M-V functional and the def2-TZVPD basis", "de_lowest_kj_mol": 68.17, "charge": -1, "e_homo_ev": -4.255, "homo_lumo_gap_ev": 7.62, "species": ["C", "S", "C", "H", "H", "H", "H", "H", "H", "O", "C", "O", "H"], "positions_angstrom": [[1.26, 0.43, 0.99], [1.20, 1.86, -0.12], [-0.56, 1.74, -0.68], [0.20, 0.22, 1.15], [1.69, -0.46, 0.53], [1.77, 0.63, 1.92], [-0.61, 0.76, -1.15], [-0.75, 2.50, -1.44], [-1.27, 1.80, 0.14], [-0.46, -1.24, -0.81], [-0.76, -2.37, -0.31], [-1.84, -2.96, -0.34], [0.13, -2.89, 0.12]], "lowdin_charge": [-0.461, 0.663, -0.411, 0.014, 0.021, 0.016, -0.011, 0.015, 0.030, -0.175, -0.665, -0.119, 0.084]}

{"formula": "C8H24ClO8S2Ti", "method": "the ωB97M-V functional and the def2-TZVPD basis", "de_lowest_kj_mol": 337.25, "s_squared": 3.75, "e_homo_ev": [-7.156, -7.258], "multiplicity": 4, "homo_lumo_gap_ev": [6.45, 6.16], "species": ["Ti", "Cl", "O", "S", "O", "O", "C", "C", "C", "H", "H", "H", "H", "H", "H", "H", "H", "O", "S", "O", "O", "C", "C", "C", "H", "H", "H", "H", "H", "H", "H", "H", "C", "O", "H", "H", "H", "H", "C", "O", "H", "H", "H", "H"], "positions_angstrom": [[-1.27, -2.13, 0.46], [-3.79, -2.88, 3.15], [-4.39, 3.73, 0.31], [-3.31, 3.06, 1.03], [-2.86, 1.76, 0.53], [-1.99, 3.98, 1.22], [-2.15, 5.41, 1.58], [-0.76, 5.97, 1.73], [-3.73, 2.84, 2.80], [-2.62, 5.50, 2.56], [-2.71, 5.93, 0.80], [-0.05, 5.28, 2.19], [-0.81, 6.87, 2.34], [-0.30, 6.31, 0.81], [-4.55, 2.12, 2.91], [-3.98, 3.81, 3.21], [-2.89, 2.31, 3.24], [3.24, 2.20, 0.11], [3.06, 0.80, -0.28], [1.81, 0.07, -0.01], [3.41, 0.60, -1.89], [2.89, -0.54, -2.56], [3.82, -0.70, -3.76], [4.50, -0.11, 0.38], [1.85, -0.47, -2.86], [2.87, -1.42, -1.93], [4.86, -0.45, -3.57], [3.41, -0.10, -4.57], [3.77, -1.68, -4.26], [5.40, 0.44, 0.08], [4.50, -1.09, -0.11], [4.40, -0.17, 1.46], [-3.52, -4.17, -2.47], [-2.17, -3.86, -2.51], [-3.82, -4.67, -3.40], [-3.63, -4.81, -1.59], [-4.11, -3.26, -2.38], [-1.77, -4.60, -2.98], [1.16, -5.53, 1.17], [1.26, -4.23, 1.62], [0.18, -6.00, 1.14], [1.47, -5.57, 0.12], [1.83, -6.26, 1.63], [1.48, -4.28, 2.55]], "mulliken_spin": [2.941, 0.007, -0.001, 0.013, -0.006, 0.000, 0.000, 0.000, -0.001, 0.000, 0.000, 0.000, 0.000, 0.000, 0.000, 0.000, 0.001, 0.000, 0.007, 0.011, 0.001, -0.002, 0.000, 0.000, 0.002, 0.000, 0.000, 0.000, 0.000, 0.000, 0.000, 0.000, -0.001, 0.002, 0.001, 0.006, 0.004, 0.004, 0.002, -0.002, 0.007, 0.002, -0.001, 0.002]}